# 1
The following is a DFT calculation (ωB97M-V/def2-TZVPD) of a molecular structure, C9H7ClO3Re at a distorted geometry.

Structure (XYZ):
```
21
Properties=species:S:1:pos:R:3:lowdin_charge:R:1
H -1.40497 -2.44146 1.86049 0.1447
H -2.23154 1.79425 -0.97364 0.1581
C -0.82543 -0.80519 0.66591 -0.3336
O 0.80542 2.64132 -2.78751 0.2424
H -0.55344 -1.14028 2.72799 0.1222
O 1.94450 3.04220 1.45219 0.2437
C -1.09295 -0.06558 -1.52957 -0.1218
C -0.50459 -1.08620 -0.71687 -0.1488
H -0.00822 -1.99006 -1.05867 0.1445
C -1.67412 0.92365 -0.65965 -0.0965
Re 0.53843 0.77625 -0.29167 1.3121
H -1.16694 -0.09087 -2.60929 0.1597
O 3.30539 -0.48098 -1.11918 0.2321
C -0.59647 -1.70580 1.79924 -0.0212
Cl 1.87265 -2.62893 1.10216 0.4455
C 2.27466 -0.07282 -0.76927 -0.1649
H -1.80415 0.99739 1.58908 0.1594
C -1.47024 0.49052 0.69016 -0.0711
C 1.40697 2.18169 0.87829 -0.0769
C 0.72425 1.92630 -1.86386 -0.1473
H 0.46080 -2.26540 1.61366 -0.1822
```

Results
Molecular weight = 384.812 u
Spin multiplicity = 4
Total energy = -30220.3366 eV
F_max = 6.603 eV Å⁻¹
Expectation value of S² = 3.770
Orbital gap (spin up / spin down) = 9.6 / 6.2 eV
Total charge = +2

---

# 2
The following is a DFT calculation (ωB97M-V/def2-TZVPD) of a molecular structure, C10H28CuO2P2 at a distorted geometry.

Structure (XYZ):
```
43
Properties=species:S:1:pos:R:3:lowdin_charge:R:1
H 0.91386 0.39439 -1.45460 -0.0529
H 3.03921 -1.39849 -1.91057 0.0432
H 2.42194 3.42109 -2.25618 0.0536
H 2.87365 2.17220 0.80714 0.0372
C -1.76614 0.78795 1.76950 -0.6245
H 0.44931 -2.85759 -2.95045 0.0435
H 3.30347 -0.70000 -1.92865 0.0421
H -1.14265 0.94769 3.85966 0.0754
H -2.51190 -3.16282 -1.14342 0.0466
C -0.72559 0.57861 2.90101 -0.0633
H -0.74288 -2.51742 1.58767 0.0370
O -1.45073 0.43157 0.48203 -0.3466
C -3.16527 0.29775 2.08844 -0.0739
H -1.90655 1.87657 1.71094 0.1077
P 1.11399 1.87609 -0.87222 0.7082
H -2.55441 -1.50202 -0.44097 0.0252
H 0.02769 4.06972 -1.10527 0.0573
C 0.45717 -3.33739 -1.96185 -0.2705
H -3.80356 0.60273 1.24903 0.0802
H 1.87058 1.96660 -3.13811 0.0424
H -0.81893 -4.10374 0.71498 0.0502
C 1.82510 -0.65951 0.79320 -0.1472
C -2.06525 -2.15827 -1.17025 -0.2549
H -0.54502 -0.50106 3.07162 0.0682
H 1.49505 -3.54179 -1.67109 0.0317
H 3.23653 1.85820 -1.99247 0.0359
H 1.29318 2.55462 1.48403 0.0287
H -0.98737 2.86987 -0.24160 0.0359
H 0.21534 1.14260 2.75131 0.0503
P -0.29757 -2.21248 -0.73738 0.7832
H -3.42404 0.76433 3.04326 0.0718
H -3.21784 -0.79986 2.16174 0.0729
O 2.88830 -1.07176 1.07082 0.0699
C 2.27261 2.33663 -2.19019 -0.2548
Cu 0.29732 -0.12096 -0.07065 -0.0913
H -0.82296 2.76193 -2.00109 0.0509
H -2.18031 -1.70429 -2.16263 0.0500
H -0.08606 -4.28903 -2.02321 0.0431
H 0.76320 -3.32965 1.11924 0.0395
C -0.29350 3.01320 -1.07784 -0.2242
H 2.10945 3.73739 0.42058 0.0407
C -0.27716 -3.15342 0.82444 -0.2539
C 1.91872 2.65982 0.59003 -0.2646
```

Results
Molecular weight = 305.826 u
Spin multiplicity = 2
Total energy = -78132.6282 eV
F_max = 4.939 eV Å⁻¹
Expectation value of S² = 0.756
Orbital gap (spin up / spin down) = 5.4 / 8.2 eV

---

# 3
The following is a DFT calculation (ωB97M-V/def2-TZVPD) of a gas-phase ion, C2H6IN2S (charge +1) at a distorted geometry.

Structure (XYZ):
```
12
Properties=species:S:1:pos:R:3:lowdin_charge:R:1
C -0.39251 -0.97714 0.19962 -0.1433
H 0.13083 -1.05042 1.25105 0.2125
H -0.48014 0.42526 -1.42141 0.1697
H -1.44033 -2.74808 0.29144 0.1043
I 2.67422 0.81685 -1.19101 0.6637
C 0.73870 1.04256 0.10108 -0.9794
N -0.19893 0.05646 -0.50876 -0.0411
H 1.18770 0.68009 1.11910 0.0807
H -1.67210 -1.93789 -1.07809 0.1156
S 0.11011 2.73030 0.14336 0.7621
H 0.52762 2.93983 1.32644 -0.1561
N -1.18517 -1.97781 -0.23282 0.2112
```

Results
Molecular weight = 217.055 u
Spin multiplicity = 1
Total energy = -24079.6017 eV
Structure (SMILES) = N/C=[NH+]/[C@H](S)I
F_max = 4.703 eV Å⁻¹
Orbital gap = 8.8 eV
Total charge = +1

---

# 4
The following is a DFT calculation (ωB97M-V/def2-TZVPD) of a single C4H7IN2O2S molecule at a distorted geometry.

Structure (XYZ):
```
17
Properties=species:S:1:pos:R:3:lowdin_charge:R:1
H -2.20739 2.59978 1.38788 0.0821
C 1.40130 -0.59467 -1.07541 0.0350
O 0.78203 2.57817 -0.41089 -0.2911
H 2.37878 -2.09843 0.34792 0.0961
C 0.48686 -1.49991 -0.69392 -0.3119
N -1.23903 2.86484 1.13013 -0.1063
H -1.67298 -1.60267 -0.81126 0.0643
C 1.95020 -1.95851 -0.69266 -0.0966
I -1.08666 -0.65711 1.73458 1.4298
N 0.14857 0.77576 1.43083 -0.7295
S -0.27380 1.85086 0.22462 0.3755
H -1.11109 -2.81753 0.20060 0.0056
H 2.17368 -2.81543 -1.34807 0.0808
O -1.14174 1.08869 -0.67753 -0.4328
H 1.45023 0.40868 -1.32255 0.0543
H -1.20651 3.78369 0.75539 0.0418
C -0.83246 -1.90622 -0.17968 -0.2972
```

Results
Molecular weight = 274.083 u
Spin multiplicity = 1
Total energy = -30265.8606 eV
F_max = 4.978 eV Å⁻¹
Orbital gap = 8.3 eV